Record 1
ORCA calculation (ωB97M-V/def2-TZVPD) on 2 unconnected molecules or ions with the total composition C11H18 in a non-equilibrium geometry.

```
29
Properties=species:S:1:pos:R:3
C -3.05598 -1.47373 0.99168
C -1.61291 -1.71329 1.36879
C -0.66901 -2.01745 0.22712
C -0.79812 -3.28252 -0.39924
C 0.02732 -3.63573 -1.43998
C 1.07230 -2.78849 -1.82766
C 1.16464 -1.53615 -1.22888
C 0.20602 -1.11365 -0.30405
H -3.08910 -0.88679 0.07404
H -3.52444 -0.90391 1.79869
H -3.70851 -2.33772 0.85759
H -1.16989 -0.82403 1.84639
H -1.43560 -2.42685 2.17986
H -1.65233 -3.87449 -0.09604
H -0.15372 -4.59529 -1.90961
H 1.87951 -3.10235 -2.46901
H 1.89898 -0.87391 -1.67206
H 0.17277 -0.04785 -0.10290
C 1.54310 3.63623 1.46885
C 0.73208 3.51074 0.17651
C 1.56221 3.23963 -1.08290
H 1.01207 3.37072 2.38977
H 1.98580 4.61948 1.53732
H 2.27615 2.82448 1.49648
H 0.12003 2.61144 0.33510
H -0.01435 4.26600 -0.06942
H 2.20787 2.38922 -0.84405
H 0.87520 2.88746 -1.85376
H 2.14792 4.07879 -1.44864
```

Results
SMILES: CCc1ccccc1.CCC
ΔE to the lowest compared entry with this formula, charge and spin: 0.886 eV
DFT total energy: -11698.3945 eV
gap between HOMO and LUMO: 9.955 eV

Record 2
ORCA calculation (ωB97M-V/def2-TZVPD) on 2 unconnected molecules or ions with the total composition C11H18 in a non-equilibrium geometry.

```
29
Properties=species:S:1:pos:R:3
C -2.18255 -1.26298 -0.87582
C -1.46661 -0.98235 0.42863
C -1.13975 -2.05346 1.25463
C -0.49317 -1.85804 2.45565
C -0.25643 -0.56052 2.89377
C -0.59744 0.50571 2.06913
C -1.11794 0.31110 0.78357
H -1.66136 -1.13162 -1.82162
H -3.06047 -0.61463 -0.93236
H -2.56360 -2.28398 -0.82414
H -1.24668 -3.06437 0.88160
H 0.06510 -2.61896 2.98977
H 0.33287 -0.27657 3.75536
H -0.15235 1.46609 2.30704
H -1.01691 1.18762 0.17935
C 0.33708 2.07666 -1.69799
C 1.38161 0.97793 -2.04505
C 2.63834 1.75732 -2.47370
C 1.77910 0.09746 -0.86351
H 0.24680 2.71524 -2.55860
H 0.65331 2.55177 -0.76738
H -0.67895 1.72631 -1.52404
H 0.98996 0.37079 -2.86284
H 3.15027 2.24142 -1.65190
H 3.31716 0.99169 -2.88320
H 2.47438 2.34000 -3.38005
H 0.94420 -0.07875 -0.17853
H 2.14567 -0.92249 -1.00624
H 2.58696 0.57536 -0.30135
```

Results
SMILES: Cc1ccccc1.CC(C)C
ΔE to the lowest compared entry with this formula, charge and spin: 1.141 eV
DFT total energy: -11698.1387 eV
gap between HOMO and LUMO: 10.070 eV

Record 3
ORCA calculation (ωB97M-V/def2-TZVPD) on a molecular structure, C11H18AuNO2 in a non-equilibrium geometry.

```
33
Properties=species:S:1:pos:R:3
Au -0.20171 -0.24943 -0.13384
O 0.67770 -1.10182 3.80585
C 0.80992 -0.80413 2.64188
O -0.10217 -0.27312 1.90905
C 2.23192 -1.05698 2.03921
N 2.51282 -0.23487 0.82761
C 3.15520 1.04748 1.25466
C 3.31613 0.91992 2.77398
C 3.29568 -0.59391 3.02664
H 2.28556 -2.11504 1.78764
H 1.44246 -0.13754 0.26943
H 3.10029 -0.73904 0.17021
H 2.53217 1.88758 0.95775
H 4.11707 1.13855 0.75490
H 2.46586 1.37395 3.28406
H 4.22438 1.40571 3.12295
H 2.99835 -0.84415 4.03968
H 4.26453 -1.05035 2.81124
C -0.76919 1.38718 -5.21159
C -0.08287 0.09953 -4.73929
C -0.78803 -1.12038 -5.34403
C 1.39051 0.11086 -5.17433
C -0.14153 0.02236 -3.26716
C -0.17722 -0.03253 -2.05784
H -0.68544 1.48079 -6.29723
H -0.30585 2.25944 -4.74957
H -1.82568 1.38008 -4.94232
H -0.70925 -1.09722 -6.43383
H -1.84351 -1.12981 -5.07076
H -0.33451 -2.04402 -4.98281
H 1.46235 0.17228 -6.26311
H 1.89235 -0.79933 -4.84325
H 1.90937 0.96685 -4.74108
```

Results
DFT total energy: -20974.5342 eV
gap between HOMO and LUMO: 8.843 eV

Record 4
ORCA calculation (ωB97M-V/def2-TZVPD) on a molecular structure, C11H18ClO3PmRuS in a non-equilibrium geometry.

```
36
Properties=species:S:1:pos:R:3
Ru 1.55258 2.90969 -1.36098
Cl 2.91294 4.54647 -1.05157
C 0.01605 3.23273 -0.03727
C 2.21003 1.00590 -1.24905
H -0.10695 4.31086 -0.25496
H -0.99513 2.74009 -0.00769
H 0.54846 3.15635 0.94219
H 2.94802 1.07198 -2.05665
H 1.72481 0.00296 -1.29091
H 2.78338 1.11019 -0.29754
Pm -0.33544 0.33023 -0.07824
C 0.43248 -1.93321 -0.33136
C -2.27059 -0.31000 -1.55769
H -0.13323 -2.40621 -1.15653
H 1.51443 -2.07027 -0.47490
H 0.15189 -2.43662 0.61697
H -1.81442 -0.41191 -2.57818
H -2.86040 0.65099 -1.51577
C -1.82052 -5.82289 4.33188
C -1.57796 -4.38232 3.96873
C -0.44242 -3.70430 4.45150
C -0.19814 -2.38420 4.08912
C -1.07075 -1.73208 3.20061
C -2.25432 -2.35539 2.81942
C -2.47867 -3.66940 3.17905
S -0.68725 -0.04695 2.73740
O -0.77442 0.82627 3.86539
O 0.60642 -0.11091 1.98274
O -1.70565 0.24671 1.66307
H -0.96008 -6.45289 4.06960
H -2.00930 -5.96562 5.40653
H -2.69473 -6.20477 3.78587
H 0.24203 -4.23041 5.11057
H 0.66596 -1.85984 4.48721
H -2.99585 -1.81417 2.22046
H -3.39327 -4.18862 2.84486
```

Results
spin multiplicity: 10
total charge: -1
ΔE to the lowest compared entry with this formula, charge and spin: 0.000 eV
DFT total energy: -60331.6584 eV
gap between HOMO and LUMO (alpha / beta): 5.478 / 7.220 eV